Entry 1:
Below is a 14-piece molecular cluster, C20H44BF9N14O30 overall, with properties calculated with ωB97M-V/def2-TZVPD.

Geometry as XYZ:
```
118
Properties=species:S:1:pos:R:3:lowdin_charge:R:1
N 0.787 0.904 1.621 0.159
B 1.428 -0.256 0.953 -0.438
O 2.795 -0.149 0.680 0.131
C 0.573 -1.577 0.505 -0.159
C -0.360 -1.437 -0.732 -0.370
F 0.360 -0.711 -1.630 0.139
F -0.585 -2.601 -1.351 0.163
C -1.673 -0.635 -0.522 -0.344
F -2.225 -0.541 -1.769 0.128
F -1.429 0.618 -0.189 0.183
C -2.787 -1.287 0.348 -0.324
F -2.967 -2.575 0.083 0.187
F -3.938 -0.691 -0.025 0.137
C -2.660 -1.120 1.911 -0.569
F -3.793 -0.609 2.399 0.154
F -1.709 -0.328 2.316 0.200
F -2.569 -2.315 2.448 0.206
C 1.618 -2.627 0.015 -0.076
O 1.178 -3.926 0.458 0.089
C 0.335 -3.665 1.494 -0.548
O -0.116 -4.486 2.162 0.226
O 0.109 -2.309 1.641 0.102
H 1.069 0.908 2.604 0.047
H 1.187 1.715 1.152 0.081
H 3.212 -0.093 1.558 0.074
H 2.623 -2.565 0.462 0.098
H 1.863 -2.563 -1.056 0.134
C -4.112 2.199 1.818 0.031
N -3.711 3.582 2.166 -0.421
O -2.768 4.057 1.564 0.071
O -4.350 4.146 3.039 0.039
H -3.447 1.835 1.041 0.088
H -4.016 1.607 2.720 0.069
H -5.151 2.212 1.462 0.078
C -2.203 2.070 5.040 0.064
N -0.870 1.437 4.838 -0.424
O 0.017 2.109 4.346 0.044
O -0.764 0.274 5.172 0.078
H -2.161 3.099 4.698 0.094
H -2.914 1.494 4.455 0.078
H -2.440 2.023 6.100 0.107
C 0.608 -3.298 -4.833 0.049
N 1.713 -3.508 -3.858 -0.450
O 2.605 -2.683 -3.831 0.066
O 1.641 -4.494 -3.151 0.060
H 0.804 -2.387 -5.388 0.095
H 0.588 -4.160 -5.494 0.101
H -0.316 -3.217 -4.266 0.096
C -5.970 1.360 -2.280 0.061
N -5.770 2.181 -1.058 -0.413
O -5.273 3.281 -1.185 0.087
O -6.121 1.689 0.002 0.026
H -5.614 1.920 -3.138 0.102
H -5.400 0.442 -2.154 0.097
H -7.034 1.153 -2.368 0.067
C 4.958 -5.228 -0.295 0.062
N 5.142 -3.808 0.108 -0.419
O 6.050 -3.188 -0.401 0.079
O 4.358 -3.363 0.928 0.045
H 5.720 -5.483 -1.024 0.097
H 5.057 -5.837 0.599 0.103
H 3.963 -5.320 -0.724 0.100
C 8.752 -1.247 -1.359 0.021
N 10.186 -1.652 -1.401 -0.441
O 10.996 -0.828 -1.790 0.046
O 10.452 -2.783 -1.045 0.060
H 8.665 -0.233 -1.701 0.053
H 8.207 -1.923 -2.012 0.098
H 8.415 -1.339 -0.331 0.106
C -9.978 -1.512 -3.195 0.033
N -9.584 -0.114 -2.867 -0.426
O -8.644 0.372 -3.479 0.029
O -10.224 0.451 -2.007 0.083
H -9.321 -1.883 -3.975 0.101
H -9.877 -2.092 -2.296 0.048
H -11.010 -1.487 -3.536 0.109
C 1.329 4.856 3.146 0.029
N 1.833 6.207 3.516 -0.448
O 2.785 6.644 2.894 0.054
O 1.256 6.781 4.418 0.067
H 1.935 4.470 2.335 0.085
H 1.412 4.225 4.024 0.073
H 0.292 4.965 2.836 0.102
C -5.492 6.912 2.898 0.028
N -6.568 7.919 3.116 -0.452
O -7.720 7.537 3.049 0.062
O -6.214 9.059 3.348 0.056
H -5.950 5.950 2.704 0.075
H -4.905 7.240 2.045 0.104
H -4.888 6.877 3.799 0.099
C 4.936 2.753 3.995 0.072
N 3.915 1.855 3.388 -0.391
O 2.757 2.222 3.405 0.055
O 4.316 0.808 2.913 0.078
H 4.438 3.640 4.373 0.097
H 5.417 2.205 4.800 0.107
H 5.648 3.011 3.216 0.107
C 5.642 1.941 -2.296 0.055
N 6.496 0.867 -1.723 -0.421
O 6.218 -0.282 -2.008 0.075
O 7.416 1.222 -1.004 0.043
H 4.872 1.482 -2.907 0.097
H 5.204 2.487 -1.465 0.100
H 6.282 2.583 -2.895 0.102
C -9.945 -5.860 -1.187 0.055
N -9.906 -4.431 -1.604 -0.423
O -10.423 -4.139 -2.668 0.050
O -9.357 -3.655 -0.847 0.074
H -10.460 -6.430 -1.953 0.096
H -8.917 -6.196 -1.078 0.104
H -10.477 -5.909 -0.241 0.104
C 10.985 -1.927 -5.050 0.040
N 10.248 -3.009 -5.759 -0.452
O 9.045 -2.879 -5.889 0.057
O 10.904 -3.949 -6.159 0.064
H 10.277 -1.161 -4.753 0.088
H 11.462 -2.370 -4.180 0.095
H 11.722 -1.526 -5.741 0.101
```

Summary:
Kohn-Sham gap ... 0.34148 Eh
Charge ... 0



Entry 2:
Below is C20H44BIN3O4S3Si2 as an isolated structure, with properties calculated with ωB97M-V/def2-TZVPD.

Geometry as XYZ:
```
78
Properties=species:S:1:pos:R:3:lowdin_charge:R:1
C -3.656 -0.374 -6.181 -0.153
C -2.121 -0.991 -5.941 -0.225
B -1.035 0.163 -5.459 -0.494
O -1.260 1.602 -5.742 -0.015
Si 0.606 -0.240 -4.446 0.224
I 0.036 -2.322 -3.139 0.455
O 0.886 1.157 -3.419 -0.427
Si 2.499 1.168 -2.723 0.206
S 3.035 -0.603 -1.611 0.452
C 3.926 1.521 -3.967 -0.356
N 5.109 2.046 -3.128 -0.096
C 2.514 2.663 -1.448 -0.279
C 3.119 2.253 0.019 -0.326
C 1.870 1.599 0.882 -0.526
S 2.501 0.859 2.489 0.731
C 3.926 -0.330 2.065 -0.937
S 5.529 0.283 2.120 0.633
N 3.542 -1.757 1.739 -0.205
C 3.012 -2.512 2.940 -0.151
C 2.316 -3.951 2.460 -0.151
O 2.722 -4.289 1.055 -0.213
C 4.183 -4.137 0.974 -0.155
C 4.670 -2.543 1.108 -0.197
H -4.493 -1.192 -6.115 0.078
H -3.757 0.148 -7.224 0.076
H -3.907 0.464 -5.369 0.088
H -1.721 -1.547 -6.917 0.124
H -2.267 -1.828 -5.108 0.058
H -1.865 1.736 -6.535 0.111
H 1.701 -0.498 -5.414 -0.009
H 4.382 -0.434 -1.218 -0.125
H 3.700 2.380 -4.745 0.105
H 4.351 0.540 -4.493 0.097
H 6.016 1.876 -3.627 0.078
H 5.089 1.459 -2.242 0.025
H 3.051 3.620 -1.889 0.101
H 1.379 2.995 -1.285 0.089
H 4.079 1.574 -0.020 0.046
H 3.466 3.261 0.556 0.132
H 1.093 2.489 1.038 0.099
H 1.274 0.791 0.236 0.056
H 2.207 -1.916 3.570 0.121
H 3.963 -2.815 3.589 0.142
H 1.139 -3.906 2.447 0.124
H 2.594 -4.827 3.220 0.138
H 4.630 -4.711 1.917 0.134
H 4.572 -4.566 -0.045 0.142
H 4.867 -2.166 0.018 0.090
H 5.661 -2.577 1.735 0.114
C -2.018 -0.933 2.074 -0.009
C -2.574 0.417 1.536 -0.423
C -1.921 1.608 2.287 -0.103
C -2.444 1.804 3.706 -0.157
C -3.966 1.884 3.719 -0.105
C -4.639 0.679 3.014 -0.445
N -4.073 0.412 1.648 0.173
O -4.573 1.397 0.780 0.170
C -4.494 -0.582 3.907 -0.025
C -6.182 0.926 2.983 -0.020
C -2.077 0.469 0.053 -0.014
H -1.217 -1.336 1.438 0.100
H -1.588 -0.840 3.076 0.086
H -2.783 -1.714 2.099 0.091
H -2.093 2.539 1.729 0.140
H -0.830 1.478 2.325 0.121
H -2.097 0.995 4.357 0.116
H -2.027 2.729 4.123 0.140
H -4.309 1.956 4.758 0.146
H -4.270 2.821 3.234 0.139
H -4.895 -1.470 3.404 0.103
H -5.049 -0.467 4.846 0.106
H -3.465 -0.793 4.201 0.071
H -6.450 1.868 2.490 0.089
H -6.594 0.986 3.999 0.104
H -6.705 0.109 2.467 0.103
H -2.517 -0.339 -0.543 0.103
H -0.985 0.361 0.004 0.082
H -2.303 1.422 -0.438 0.091
```

Summary:
Kohn-Sham gap ... 0.09376 Eh
Charge ... +1



Entry 3:
Below is C20H44ClHfN3P2 as an isolated structure, with properties calculated with ωB97M-V/def2-TZVPD.

Geometry as XYZ:
```
71
Properties=species:S:1:pos:R:3:lowdin_charge:R:1
Hf 0.174 -0.712 0.740 0.617
P -0.299 -2.814 -0.433 0.873
C 0.771 -3.355 -1.856 -0.528
C -0.080 -3.991 1.024 -0.552
C -2.026 -3.022 -1.088 -0.523
C 2.074 -2.538 -1.991 -0.145
H 0.134 -3.132 -2.735 0.108
C 1.054 -4.862 -1.794 -0.123
H 1.776 -5.103 -1.001 0.065
H 1.489 -5.166 -2.758 0.084
H 0.140 -5.447 -1.636 0.053
H 1.904 -1.513 -2.353 0.048
H 2.748 -3.026 -2.714 0.078
H 2.627 -2.475 -1.040 0.070
H -1.996 -2.434 -2.025 0.106
C -3.136 -2.413 -0.202 -0.117
C -2.269 -4.496 -1.420 -0.119
H -1.660 -4.821 -2.273 0.067
H -3.326 -4.624 -1.689 0.086
H -2.058 -5.144 -0.554 0.074
H -2.810 -1.562 0.413 0.025
H -3.583 -3.164 0.463 0.074
H -3.942 -2.029 -0.846 0.083
C 1.393 -4.003 1.482 -0.130
H -0.358 -4.968 0.598 0.085
C -1.002 -3.619 2.190 -0.118
H 2.092 -4.293 0.683 0.054
H 1.506 -4.723 2.310 0.088
H 1.719 -3.020 1.876 -0.009
H -0.826 -2.600 2.596 0.052
H -0.809 -4.309 3.022 0.086
H -2.061 -3.708 1.928 0.062
Cl 2.010 -0.542 2.129 0.046
H 0.902 0.445 -0.442 -0.104
H 0.916 -0.371 -0.915 -0.047
P 0.606 2.998 -0.344 1.012
C -0.654 3.588 -1.531 -0.563
C 0.642 4.009 1.208 -0.557
C 2.228 2.913 -1.174 -0.568
C -1.974 2.800 -1.452 -0.129
H -0.220 3.387 -2.528 0.108
C -0.866 5.094 -1.366 -0.132
H -1.369 5.328 -0.419 0.066
H -1.486 5.470 -2.192 0.079
H 0.084 5.640 -1.387 0.060
H -1.856 1.763 -1.784 0.061
H -2.723 3.262 -2.112 0.075
H -2.397 2.766 -0.440 0.063
H 2.013 2.356 -2.103 0.105
C 3.304 2.118 -0.414 -0.129
C 2.629 4.342 -1.535 -0.131
H 1.933 4.758 -2.269 0.063
H 3.629 4.328 -1.980 0.076
H 2.647 5.000 -0.656 0.074
H 2.905 1.331 0.245 0.005
H 3.941 2.785 0.184 0.071
H 3.952 1.614 -1.146 0.078
C -0.710 3.878 1.949 -0.117
H 0.793 5.053 0.871 0.095
C 1.767 3.576 2.142 -0.120
H -1.572 4.247 1.380 0.056
H -0.674 4.468 2.877 0.081
H -0.923 2.833 2.225 0.058
H 1.743 2.499 2.363 0.054
H 1.680 4.112 3.097 0.082
H 2.755 3.815 1.745 0.059
N -1.498 0.080 1.688 -0.033
C -2.438 0.342 2.375 -0.322
N -3.270 0.810 3.164 0.103
C -3.701 0.291 4.305 -0.357
N -4.105 -0.105 5.329 0.104
```

Summary:
Energy above the lowest of the compared OMol25 structures with the same formula, charge and spin ... 0.0 kJ/mol
Kohn-Sham gap ... 0.21623 Eh
Charge ... 0



Entry 4:
Below is a 3-piece molecular cluster, C20H44I2NO10P2 overall, with properties calculated with ωB97M-V/def2-TZVPD.

Geometry as XYZ:
```
79
Properties=species:S:1:pos:R:3:lowdin_charge:R:1
C 2.646 0.975 -1.078 -0.214
C 2.189 2.579 -0.999 -0.664
I 4.002 3.639 -0.243 0.690
C 1.007 2.869 0.098 -0.225
C -0.438 3.317 -0.531 -0.387
N -1.386 3.703 0.623 0.029
C -1.126 2.232 -1.547 -0.201
C -1.104 0.677 -1.032 -0.701
C -2.500 0.146 -0.355 -0.209
I -0.772 -0.561 -2.854 0.701
C -0.186 4.751 -1.354 -0.382
O -0.416 5.957 -0.768 -0.172
O 0.252 4.814 -2.772 -0.289
H 3.211 0.608 -0.122 0.064
H 3.345 0.897 -2.041 0.085
H 1.746 0.251 -1.276 0.013
H 1.934 2.903 -2.101 0.097
H 1.349 3.738 0.838 0.087
H 0.928 1.901 0.779 0.114
H -0.822 4.154 1.375 0.073
H -1.924 2.873 0.957 0.055
H -2.267 2.560 -1.665 0.134
H -0.662 2.316 -2.642 0.088
H -0.230 0.402 -0.305 0.065
H -2.592 -1.018 -0.601 0.052
H -3.468 0.705 -0.705 0.082
H -2.348 0.224 0.823 0.082
O -5.118 -3.719 -6.543 -0.226
P -5.605 -3.993 -5.099 0.735
O -4.719 -2.770 -4.419 -0.235
C -5.229 -1.455 -4.511 -0.304
C -6.418 -1.261 -3.594 -0.088
O -4.513 -5.219 -4.806 -0.237
C -4.029 -6.011 -5.882 -0.316
C -2.708 -5.464 -6.398 -0.075
O -6.150 -4.299 -3.486 -0.213
C -7.357 -5.045 -3.407 -0.319
C -7.204 -6.450 -3.958 -0.088
H -5.497 -1.226 -5.548 0.109
H -4.428 -0.773 -4.215 0.113
H -7.275 -1.856 -3.930 0.060
H -6.724 -0.208 -3.574 0.081
H -6.183 -1.583 -2.573 0.084
H -4.776 -6.084 -6.679 0.100
H -3.875 -7.027 -5.504 0.113
H -2.750 -4.388 -6.587 0.074
H -2.415 -5.969 -7.322 0.075
H -1.919 -5.615 -5.654 0.078
H -8.146 -4.504 -3.938 0.108
H -7.639 -5.096 -2.351 0.121
H -7.028 -6.430 -5.039 0.067
H -8.108 -7.038 -3.777 0.079
H -6.350 -6.960 -3.500 0.088
O 4.504 1.855 3.765 -0.223
P 5.281 1.741 5.099 0.736
O 3.924 1.665 6.044 -0.234
C 3.256 0.423 6.144 -0.310
C 4.042 -0.557 6.990 -0.093
O 5.544 3.381 5.256 -0.238
C 5.628 4.200 4.098 -0.310
C 4.279 4.826 3.785 -0.082
O 6.150 1.613 6.589 -0.219
C 7.495 1.179 6.448 -0.321
C 8.343 2.170 5.675 -0.087
H 3.071 0.014 5.146 0.109
H 2.286 0.611 6.613 0.119
H 4.974 -0.845 6.493 0.062
H 3.458 -1.467 7.170 0.077
H 4.314 -0.113 7.954 0.083
H 6.020 3.633 3.247 0.100
H 6.354 4.994 4.305 0.113
H 3.471 4.088 3.782 0.073
H 4.300 5.322 2.811 0.058
H 4.018 5.565 4.548 0.076
H 7.504 0.198 5.962 0.107
H 7.905 1.056 7.456 0.119
H 8.020 2.232 4.630 0.070
H 9.395 1.871 5.684 0.079
H 8.257 3.176 6.100 0.088
```

Summary:
Energy above the lowest of the compared OMol25 structures with the same formula, charge and spin ... 700.5 kJ/mol
Kohn-Sham gap ... 0.12666 Eh
Charge ... -1



Number 1: calculated total energy -128838.5080 eV. Number 2: calculated total energy -91139.7927 eV. Number 3: calculated total energy -58328.7207 eV. Number 4: calculated total energy -78191.8920 eV.